Entry 1:
63
Properties=species:S:1:pos:R:3:forces:R:3 method="wB97M-V/def2-TZVPD" relative_energy_kj_mol=48.1 lumo_energy_ha="-0.125 / -0.182" gap_ev="3.474 / 5.992" homo_energy_ev="-6.869 / -10.956" multiplicity=4 charge=+1 s2=3.80
O -0.7804 0.2500 -4.0632 0.4 0.7 1.4
C 0.5435 0.4943 -4.5449 1.0 -0.9 -0.8
C 0.2941 1.9334 -4.9652 -0.4 -0.3 0.3
H 0.5954 -0.2498 -5.3585 1.2 1.1 1.0
H 1.3189 0.3459 -3.7849 0.0 0.0 -0.1
C -1.0925 1.6316 -4.3057 -0.8 0.2 -0.1
H 0.3599 2.1392 -6.0326 -0.2 0.0 0.1
H 0.8802 2.6699 -4.3975 -0.3 -0.1 -0.3
C -2.4220 1.5612 -5.0248 0.0 0.7 -0.3
H -2.3292 1.0543 -5.9922 0.0 0.2 0.2
H -2.8003 2.5774 -5.1502 -0.3 -0.1 -0.3
H -3.1351 0.9875 -4.4008 0.4 0.3 -0.2
C -1.1770 2.5293 -3.0942 -0.3 0.6 0.3
H -0.3388 2.3885 -2.3916 -0.3 -0.1 -0.5
H -2.1267 2.4400 -2.5592 0.1 0.0 -0.1
H -1.1277 3.5592 -3.4880 0.0 -0.3 0.3
Tc 0.0836 -0.1985 0.1830 -2.7 -1.9 -0.5
C 1.0465 1.4361 1.2054 1.1 0.2 -0.1
C 1.8507 0.2608 1.3408 0.4 0.6 0.2
C 2.3225 -0.1044 0.0283 -0.4 0.1 -0.3
H 2.1269 -0.2078 2.2785 -0.1 0.1 -0.2
C 1.7584 0.8112 -0.9184 0.2 0.4 0.6
C 0.9662 1.7629 -0.1877 1.3 -0.1 -0.2
H 0.4451 2.6047 -0.6242 0.0 -0.2 0.2
H 0.6339 2.0174 2.0232 0.0 -0.3 -0.2
H 2.9998 -0.9170 -0.2087 -0.2 0.1 0.1
H 1.9135 0.7976 -1.9908 -0.1 0.0 0.2
C -1.4670 -0.3607 1.6149 -1.2 0.5 0.3
C -1.6142 0.8795 0.8759 -1.1 -0.5 0.4
C -2.1352 0.5571 -0.4287 0.1 -0.5 0.5
H -1.5311 1.8805 1.2868 0.0 -0.3 -0.2
C -2.3665 -0.8490 -0.4869 0.8 0.5 0.2
C -1.9965 -1.4219 0.7629 1.0 0.7 0.1
H -2.1959 -2.4469 1.0779 0.4 0.3 -0.2
H -1.2053 -0.4295 2.6662 -0.2 -0.1 -0.2
H -2.4954 1.2823 -1.1536 0.5 -0.4 0.1
H -2.7815 -1.3814 -1.3401 0.2 0.1 0.2
O 0.2009 -1.5717 -6.0496 -0.1 -2.6 -2.7
C 0.0270 -0.9839 -7.3889 0.3 0.4 0.8
C 0.7299 -1.8602 -8.4245 -0.2 0.0 0.1
H 0.5099 -0.0047 -7.3051 0.0 0.1 -0.3
H -1.0334 -0.7999 -7.6132 0.2 -0.3 0.4
C 1.5169 -2.8936 -7.6220 0.3 0.0 0.0
H 1.4044 -1.2777 -9.0559 -0.3 0.0 0.0
H 0.0061 -2.3673 -9.0598 0.0 0.1 -0.1
C 1.2648 -2.5870 -6.1502 -0.5 0.7 0.3
H 2.5859 -2.7855 -7.8037 0.0 -0.2 -0.2
H 1.2143 -3.8986 -7.9114 0.1 0.0 0.2
H 2.1824 -2.1564 -5.7053 -0.4 -0.2 0.1
H 0.9428 -3.4724 -5.5940 0.1 0.3 0.1
O 0.3902 -3.3591 0.4836 0.4 0.7 0.8
B 0.4714 -2.1180 1.1935 0.4 -0.8 0.3
O 0.7361 -2.3812 2.5811 -0.4 0.7 -1.7
C 0.8230 -3.7467 2.6845 0.4 -1.2 0.2
C 1.1939 -4.5267 3.7595 -0.5 4.9 0.6
C 1.3384 -5.9076 3.5470 0.3 -3.6 -0.5
C 1.0949 -6.4802 2.2976 -0.1 0.3 -1.1
C 0.7025 -5.6813 1.2156 0.5 -5.3 -0.9
C 0.6024 -4.3240 1.4263 -0.6 4.5 1.4
H 1.3782 -4.0549 4.7196 0.0 -0.2 -0.1
H 1.6357 -6.5438 4.3762 0.0 0.1 -0.2
H 1.2394 -7.5534 2.1422 -0.1 0.4 0.1
H 0.4807 -6.0934 0.2311 0.0 0.0 0.4

---

Entry 2:
79
Properties=species:S:1:pos:R:3:forces:R:3 method="wB97M-V/def2-TZVPD" smiles="CC[C@H](Br)[C@](Br)(C#N)CC#N.O=C1OCCO1.O=C1OCCO1.O=C1OCCO1.O=C1OCCO1.O=C1OCCO1.O=C1OCCO1" lumo_energy_ha=0.001 gap_ev=10.117 homo_energy_ev=-10.080 charge=0
C 2.8577 1.4887 -4.5586 0.1 0.2 0.0
C 2.0826 0.4105 -5.3028 -0.3 0.1 -0.1
C 1.7509 -0.8945 -4.5600 -0.1 0.0 -0.3
Br 0.8649 -0.5048 -2.8826 0.1 0.0 0.0
C 2.9242 -1.8836 -4.3954 0.0 -0.1 0.0
Br 2.2878 -3.5691 -3.5785 0.0 0.2 -0.1
C 3.9802 -1.3938 -3.5040 -0.2 0.0 -0.1
N 4.8080 -1.0144 -2.8089 0.2 0.1 0.1
C 3.5086 -2.3069 -5.7742 0.5 0.1 0.1
C 4.4353 -1.3189 -6.3577 -0.4 -0.3 0.2
N 5.1604 -0.5647 -6.8241 0.2 0.1 -0.1
H 2.2740 1.8911 -3.7261 0.1 -0.1 0.0
H 3.8201 1.1369 -4.1910 0.0 0.0 0.0
H 3.0605 2.3158 -5.2485 0.0 -0.1 0.1
H 2.5969 0.1645 -6.2348 -0.1 0.0 0.0
H 1.1134 0.8321 -5.5959 0.1 -0.1 0.0
H 1.0077 -1.4321 -5.1569 0.1 0.0 0.1
H 2.6905 -2.5033 -6.4723 0.1 0.0 0.1
H 4.0781 -3.2336 -5.6432 -0.2 0.2 0.0
O 6.7650 3.9835 1.9544 0.0 0.0 0.0
C 6.4953 3.0918 1.2133 0.0 0.0 0.0
O 6.2108 3.2296 -0.0965 0.0 0.0 -0.1
C 6.1268 1.9247 -0.6960 0.1 0.0 0.1
C 5.8308 1.0465 0.5026 -0.1 -0.1 -0.2
O 6.4203 1.7916 1.5796 0.0 -0.1 0.1
H 5.3455 1.9149 -1.4448 -0.1 0.1 0.0
H 7.0846 1.6924 -1.1637 0.0 0.0 0.0
H 4.7642 0.9468 0.6938 0.0 0.0 0.0
H 6.2792 0.0591 0.4470 0.1 0.0 0.1
O -0.6529 2.4060 -1.1006 0.0 0.0 0.0
C -1.2292 1.5629 -0.4863 0.0 0.0 0.0
O -0.8970 0.2525 -0.4890 0.1 0.0 0.0
C -1.6688 -0.4186 0.5216 -0.1 -0.1 0.0
C -2.8675 0.4995 0.6524 -0.1 -0.2 0.1
O -2.3075 1.7758 0.2936 -0.1 0.0 0.0
H -1.9218 -1.4193 0.1804 0.0 0.0 -0.1
H -1.0772 -0.4836 1.4361 0.0 0.1 0.0
H -3.6557 0.2596 -0.0590 0.0 0.0 -0.1
H -3.2799 0.5160 1.6560 0.1 0.2 0.0
O 1.9146 -0.2981 2.2997 0.1 0.0 0.1
C 2.6262 0.2223 3.0941 -0.1 0.1 0.0
O 3.9346 0.5013 2.9088 0.0 -0.1 0.0
C 4.3962 1.3334 3.9813 0.0 0.1 0.0
C 3.3991 1.0146 5.0767 0.0 0.0 0.0
O 2.2338 0.6347 4.3298 0.1 0.0 0.0
H 5.4234 1.0822 4.2258 0.0 -0.1 -0.1
H 4.3469 2.3740 3.6594 0.0 0.0 0.0
H 3.7097 0.1674 5.6906 0.0 0.0 0.0
H 3.1681 1.8638 5.7145 -0.1 0.0 -0.1
O -6.3416 -0.4639 -0.1151 -0.1 -0.1 0.0
C -6.5567 0.6100 -0.5824 0.1 0.1 0.1
O -5.5978 1.4174 -1.0804 0.0 0.0 -0.1
C -6.2220 2.5268 -1.7367 0.0 0.1 0.0
C -7.5816 2.5632 -1.0616 0.0 0.1 0.0
O -7.7684 1.1925 -0.6800 0.0 0.0 0.0
H -5.6283 3.4236 -1.5858 0.1 -0.1 0.1
H -6.2903 2.3066 -2.8029 0.0 0.0 0.0
H -7.5830 3.1770 -0.1601 0.0 0.0 0.0
H -8.3895 2.8750 -1.7171 0.0 -0.1 0.0
O -3.3587 -0.0007 3.8678 0.1 0.1 0.1
C -2.5307 0.1075 4.7170 0.0 -0.1 -0.1
O -2.6944 -0.2831 5.9974 0.0 0.0 0.1
C -1.4131 -0.2708 6.6374 0.1 0.0 0.1
C -0.6514 0.7403 5.8034 0.0 0.0 0.2
O -1.2939 0.6198 4.5284 -0.1 0.0 0.0
H -1.5253 0.0143 7.6796 -0.1 0.0 0.0
H -0.9866 -1.2731 6.5757 0.0 0.0 0.0
H -0.7859 1.7578 6.1774 0.0 0.0 -0.1
H 0.4058 0.5269 5.7019 0.0 -0.1 -0.1
O -3.0286 -5.8819 0.9750 0.0 0.0 0.0
C -3.8763 -5.1684 0.5472 0.0 0.0 0.0
O -5.1853 -5.4988 0.4403 0.0 0.0 0.0
C -5.9282 -4.3217 0.0999 0.0 0.1 0.0
C -4.8695 -3.4522 -0.5480 -0.1 0.2 0.0
O -3.6726 -3.9082 0.0952 0.1 0.0 0.0
H -6.7485 -4.5816 -0.5630 0.0 -0.1 0.0
H -6.3242 -3.8784 1.0144 0.0 0.0 0.0
H -4.7786 -3.6324 -1.6209 0.0 0.0 0.0
H -5.0144 -2.3908 -0.3641 0.1 0.0 0.1

---

Entry 3:
69
Properties=species:S:1:pos:R:3:forces:R:3 method="wB97M-V/def2-TZVPD" relative_energy_kj_mol=115.4 lumo_energy_ha="-0.046 / -0.039" gap_ev="5.507 / 5.980" homo_energy_ev="-6.769 / -7.030" multiplicity=2 charge=0 s2=0.96
Re 0.5249 0.4597 -0.2885 0.6 -1.2 0.1
C 0.6681 3.6147 -2.0321 0.3 0.1 -0.1
O -0.2291 2.6884 -1.4441 0.0 -0.3 0.2
C -1.2569 2.2097 -2.2219 -0.2 -0.1 0.0
C -1.6516 2.7391 -3.4369 0.2 0.1 0.0
C -2.7187 2.1670 -4.1221 0.0 0.0 0.0
C -3.4000 1.0836 -3.5951 0.0 -0.1 0.0
C -3.0161 0.5555 -2.3705 0.2 0.1 0.0
C -1.9487 1.1160 -1.6955 -0.3 0.0 -0.3
N -1.4755 0.6371 -0.4463 -0.5 0.5 0.3
N -2.3811 0.4059 0.4147 -0.5 0.2 -0.1
C -2.1111 0.3114 1.7257 0.7 -0.1 -0.1
C -0.9362 0.8828 2.2978 -0.1 -0.2 -0.4
O 0.1249 1.1766 1.6310 0.2 -0.3 -1.0
C -0.9630 1.2252 3.6828 0.0 0.1 0.4
C -2.0075 0.8834 4.4753 0.4 0.1 -0.2
C -3.1219 0.1523 3.9655 -0.3 -0.2 -0.3
C -4.1667 -0.2820 4.7996 0.1 0.0 0.1
C -5.2344 -0.9742 4.2876 0.0 0.0 0.0
C -5.2927 -1.2458 2.9147 0.0 0.0 0.0
C -4.2876 -0.8282 2.0762 0.1 0.0 0.0
C -3.1838 -0.1257 2.5849 -0.3 0.0 0.3
H 0.1482 4.5060 -2.3879 0.0 0.0 0.1
H 1.3695 3.8961 -1.2507 0.0 0.0 0.0
H 1.2154 3.1433 -2.8522 -0.1 0.0 0.0
H -1.1312 3.5861 -3.8609 0.0 0.0 0.0
H -3.0113 2.5846 -5.0765 0.0 0.0 0.0
H -4.2234 0.6364 -4.1345 0.0 0.0 0.0
H -3.4961 -0.3134 -1.9447 0.0 0.0 0.0
H -0.0996 1.7464 4.0754 0.0 0.0 0.0
H -1.9970 1.1570 5.5236 0.0 -0.1 0.0
H -4.1020 -0.0720 5.8604 0.0 0.0 0.0
H -6.0237 -1.3212 4.9411 0.0 0.0 0.0
H -6.1394 -1.7906 2.5182 0.0 0.0 0.0
H -4.3176 -1.0426 1.0171 0.0 0.0 0.0
O 3.4506 -2.3152 0.2330 0.0 -0.1 -0.2
C 3.8187 -2.1984 1.5907 -0.1 0.1 0.3
C 2.9531 -1.1616 2.3335 0.1 0.0 -0.3
C 3.3927 -1.1936 3.8186 -0.1 -0.1 -0.1
O 4.7684 -0.9263 4.0333 0.1 0.1 0.1
C 3.2017 0.2759 1.8552 0.1 0.0 -0.2
Se 2.9352 0.7237 -0.0475 -0.1 0.4 0.2
C 1.4713 -1.5527 2.3085 0.2 0.0 -0.1
Se 0.5504 -1.8029 0.5429 0.5 1.4 0.9
H 3.8856 -3.0820 -0.1508 0.0 0.0 0.1
H 4.8735 -1.9014 1.6604 0.0 0.0 0.1
H 3.6825 -3.1687 2.0898 0.1 0.0 0.1
H 3.1136 -2.1605 4.2576 0.0 0.0 0.0
H 2.8555 -0.4132 4.3607 0.0 0.0 0.0
H 5.2871 -1.6891 3.7660 0.0 0.0 0.0
H 4.2300 0.5511 2.0867 0.0 0.0 0.0
H 2.5265 0.9489 2.3856 0.1 0.0 0.1
H 0.8889 -0.8293 2.8804 0.1 0.0 0.0
H 1.3509 -2.5290 2.7892 0.0 0.0 0.0
C 2.5641 0.6203 -4.5809 -0.3 -0.2 0.1
P 1.3619 -0.3911 -3.6687 0.2 -0.7 -0.2
C 0.0153 -0.8323 -4.7844 0.3 0.1 0.1
C 2.1972 -1.8902 -3.0934 -0.2 0.2 -0.2
O 0.8444 0.4285 -2.5196 -0.2 0.5 1.6
H 3.0553 0.0565 -5.3728 0.0 0.0 0.0
H 3.3089 0.9747 -3.8682 0.0 0.0 0.0
H 2.0400 1.4720 -5.0150 0.0 0.0 0.0
H 0.3920 -1.2718 -5.7080 0.0 0.0 0.0
H -0.5549 0.0702 -5.0090 0.0 0.0 0.0
H -0.6309 -1.5333 -4.2533 0.0 0.0 0.0
H 3.1103 -2.0941 -3.6510 0.0 0.0 0.0
H 1.5014 -2.7241 -3.1727 0.0 0.0 0.1
H 2.4239 -1.7250 -2.0378 0.1 0.0 0.0
Br -0.9923 -2.3041 -1.6901 -0.8 -0.3 -1.1